(1)
{
  "formula": "C4H6ClF",
  "method": "the ωB97M-V functional and the def2-TZVPD basis",
  "total_charge": 0,
  "de_lowest_ev": 0.9307,
  "homo_energy_ev": -9.4255,
  "mol_weight_g_mol": 108.5,
  "total_energy_ha": -716.016867,
  "orbital_gap_ha": 0.37843,
  "lumo_energy_ev": 0.87,
  "smiles": "CC/C=C(/F)Cl",
  "species": ["C", "C", "C", "C", "F", "Cl", "H", "H", "H", "H", "H", "H"],
  "coordinates": [[1.598, -0.121, -0.327], [0.281, -0.430, 0.380], [-0.751, 0.592, 0.041], [-2.003, 0.344, 0.028], [-2.936, 1.294, -0.070], [-2.639, -1.162, -0.101], [1.914, 0.852, -0.193], [2.398, -0.675, 0.131], [1.692, -0.444, -1.351], [0.656, -0.439, 1.444], [-0.004, -1.414, 0.067], [-0.206, 1.602, -0.050]]
}

---

(2)
{
  "formula": "C4H6ClF",
  "method": "the ωB97M-V functional and the def2-TZVPD basis",
  "total_charge": 0,
  "de_lowest_ev": 3.6431,
  "homo_energy_ev": -10.1613,
  "mol_weight_g_mol": 108.5,
  "total_energy_ha": -715.917185,
  "orbital_gap_ha": 0.40764,
  "lumo_energy_ev": 0.93,
  "smiles": "C[C@]1(Cl)C[C@@H]1F",
  "species": ["C", "C", "Cl", "C", "C", "F", "H", "H", "H", "H", "H", "H"],
  "coordinates": [[-0.571, 1.314, 0.023], [-0.519, -0.099, -0.080], [-2.128, -0.520, -0.632], [0.423, -0.871, 0.838], [0.580, -0.897, -0.621], [1.520, -0.044, -1.264], [-0.887, 1.985, 0.928], [0.557, 1.285, -0.137], [-1.012, 1.537, -1.159], [1.291, -0.129, 1.328], [0.289, -1.648, 1.750], [0.456, -1.913, -0.974]]
}

---

(3)
{
  "formula": "C4H6ClFN2",
  "method": "the ωB97M-V functional and the def2-TZVPD basis",
  "total_charge": 0,
  "de_lowest_ev": 1.8604,
  "homo_energy_ev": -9.6116,
  "mol_weight_g_mol": 136.6,
  "total_energy_ha": -825.504307,
  "orbital_gap_ha": 0.36841,
  "lumo_energy_ev": 0.41,
  "smiles": "FC/C=N/N=C\\CCl",
  "species": ["F", "C", "C", "N", "N", "C", "C", "Cl", "H", "H", "H", "H", "H", "H"],
  "coordinates": [[1.260, -3.394, 1.380], [1.314, -2.290, 0.524], [0.180, -1.307, 0.799], [-0.252, -0.520, -0.072], [-1.296, 0.286, 0.345], [-1.426, 1.468, -0.142], [-0.392, 2.069, -0.959], [-1.041, 3.345, -2.046], [2.301, -1.782, 0.799], [1.544, -2.581, -0.568], [-0.241, -1.329, 1.788], [-2.281, 2.034, 0.048], [0.148, 1.384, -1.649], [0.181, 2.617, -0.247]]
}

---

(4)
{
  "formula": "C4H6ClFS",
  "method": "the ωB97M-V functional and the def2-TZVPD basis",
  "total_charge": 0,
  "de_lowest_ev": 2.0465,
  "homo_energy_ev": -9.0997,
  "mol_weight_g_mol": 140.6,
  "total_energy_ha": -1114.172106,
  "orbital_gap_ha": 0.34511,
  "lumo_energy_ev": 0.29,
  "smiles": "CS/C(=C/Cl)CF",
  "species": ["C", "S", "C", "C", "Cl", "C", "F", "H", "H", "H", "H", "H", "H"],
  "coordinates": [[1.618, 1.523, 0.197], [0.410, 0.894, -1.120], [-0.578, -0.258, -0.060], [-1.806, 0.144, 0.136], [-3.111, -0.754, 1.013], [-0.117, -1.667, -0.424], [1.228, -1.724, 0.231], [2.057, 0.673, 0.540], [1.054, 2.106, 1.053], [2.304, 2.225, -0.187], [-2.206, 1.240, 0.210], [-0.086, -1.912, -1.523], [-0.765, -2.489, -0.065]]
}

---

(5)
{
  "formula": "C4H6ClI",
  "method": "the ωB97M-V functional and the def2-TZVPD basis",
  "total_charge": 0,
  "de_lowest_ev": 0.5801,
  "homo_energy_ev": -9.3708,
  "mol_weight_g_mol": 216.4,
  "total_energy_ha": -913.826865,
  "orbital_gap_ha": 0.36177,
  "lumo_energy_ev": 0.47,
  "species": ["C", "C", "C", "C", "Cl", "I", "H", "H", "H", "H", "H", "H"],
  "coordinates": [[0.655, 0.311, -1.848], [-0.168, 0.860, -0.989], [0.057, 0.371, 0.877], [-0.275, -1.063, 1.090], [-0.134, -1.395, 2.853], [-1.767, 2.126, -1.391], [0.608, 0.498, -2.911], [1.439, -0.350, -1.518], [1.090, 0.629, 1.059], [-0.625, 1.050, 1.377], [0.421, -1.735, 0.591], [-1.301, -1.302, 0.811]]
}

---

(6)
{
  "formula": "C4H6ClN",
  "method": "the ωB97M-V functional and the def2-TZVPD basis",
  "total_charge": 0,
  "de_lowest_ev": 3.0246,
  "homo_energy_ev": -9.5224,
  "mol_weight_g_mol": 103.6,
  "total_energy_ha": -670.837439,
  "orbital_gap_ha": 0.38170,
  "lumo_energy_ev": 0.86,
  "smiles": "C=C1CN(Cl)C1",
  "species": ["C", "C", "C", "N", "Cl", "C", "H", "H", "H", "H", "H", "H"],
  "coordinates": [[1.961, 0.046, -0.165], [0.638, -0.036, -0.032], [-0.478, 1.036, 0.043], [-1.350, -0.060, 0.654], [-2.875, 0.028, -0.240], [-0.448, -1.097, 0.135], [2.496, -0.818, -0.111], [2.519, 0.917, -0.256], [-0.487, 1.946, 0.776], [-0.726, 1.458, -0.867], [-0.894, -1.561, -0.721], [-0.355, -1.859, 0.783]]
}

---

(7)
{
  "formula": "C4H6ClN",
  "method": "the ωB97M-V functional and the def2-TZVPD basis",
  "total_charge": 0,
  "de_lowest_ev": 2.5523,
  "homo_energy_ev": -9.5834,
  "mol_weight_g_mol": 103.6,
  "total_energy_ha": -670.854796,
  "orbital_gap_ha": 0.36144,
  "lumo_energy_ev": 0.25,
  "species": ["C", "C", "C", "C", "N", "Cl", "H", "H", "H", "H", "H", "H"],
  "coordinates": [[-0.531, 0.203, 0.753], [0.736, 0.364, 0.062], [-1.899, -0.207, 0.672], [1.582, -0.438, -0.879], [0.533, 0.337, 1.456], [0.897, 2.611, -0.673], [-2.373, 0.189, -0.255], [-2.416, 0.126, 1.549], [-1.738, -1.281, 0.625], [1.314, -1.503, -0.772], [2.589, -0.273, -0.744], [1.306, -0.127, -1.793]]
}

---

(8)
{
  "formula": "C4H6ClN",
  "method": "the ωB97M-V functional and the def2-TZVPD basis",
  "total_charge": 0,
  "de_lowest_ev": 3.6556,
  "homo_energy_ev": -8.7698,
  "mol_weight_g_mol": 103.6,
  "total_energy_ha": -670.814251,
  "orbital_gap_ha": 0.33111,
  "lumo_energy_ev": 0.24,
  "species": ["C", "C", "C", "C", "N", "Cl", "H", "H", "H", "H", "H", "H"],
  "coordinates": [[-1.148, -1.184, 2.270], [-1.013, -0.550, 1.073], [1.080, 0.637, -2.130], [0.671, 0.702, -0.180], [-0.062, 0.386, 0.840], [-2.361, -0.605, -0.017], [-2.055, -1.693, 2.340], [-0.304, -1.084, 3.046], [0.706, 1.522, -2.604], [0.767, -0.181, -2.652], [1.570, 1.267, -0.072], [2.149, 0.783, -1.915]]
}